{"formula": "C18H22BrN5O3", "method": "the ωB97M-V functional and the def2-TZVPD basis", "species": ["C", "O", "C", "C", "C", "N", "C", "N", "C", "C", "C", "O", "N", "C", "C", "C", "C", "C", "C", "Br", "C", "C", "O", "N", "C", "N", "C", "H", "H", "H", "H", "H", "H", "H", "H", "H", "H", "H", "H", "H", "H", "H", "H", "H", "H", "H", "H", "H", "H"], "coordinates": [[-4.298, -3.991, 1.206], [-3.844, -2.825, 0.568], [-4.255, -2.729, -0.779], [-3.685, -1.443, -1.364], [-4.274, -0.209, -0.664], [-3.516, 1.003, -0.902], [-2.201, 1.137, -0.569], [-1.389, 1.859, -1.340], [-0.210, 1.871, -0.690], [-0.288, 1.147, 0.489], [0.819, 0.990, 1.364], [0.859, 0.378, 2.420], [1.953, 1.655, 0.867], [3.184, 1.544, 1.643], [4.181, 0.660, 0.945], [5.481, 1.083, 0.710], [6.377, 0.260, 0.050], [5.987, -0.992, -0.392], [4.688, -1.403, -0.154], [4.126, -3.120, -0.762], [3.784, -0.598, 0.511], [2.066, 2.384, -0.306], [3.113, 2.912, -0.621], [0.937, 2.484, -1.087], [0.971, 3.229, -2.326], [-1.594, 0.678, 0.552], [-2.113, -0.074, 1.667], [-3.919, -3.956, 2.225], [-5.394, -4.032, 1.223], [-3.919, -4.890, 0.706], [-5.355, -2.723, -0.836], [-3.889, -3.598, -1.346], [-2.603, -1.451, -1.218], [-3.885, -1.409, -2.435], [-5.291, -0.026, -1.016], [-4.316, -0.401, 0.408], [-3.665, 1.408, -1.817], [3.601, 2.543, 1.786], [2.896, 1.114, 2.607], [5.788, 2.065, 1.034], [7.387, 0.596, -0.131], [6.677, -1.637, -0.915], [2.777, -0.944, 0.695], [0.734, 2.567, -3.159], [1.973, 3.637, -2.440], [0.234, 4.030, -2.291], [-2.445, -1.067, 1.359], [-1.304, -0.180, 2.389], [-2.940, 0.462, 2.134]], "lowdin_charge": [-0.1040, -0.2197, -0.2422, -0.1461, -0.1922, 0.0673, -0.3484, 0.1949, -0.2265, -0.0688, -0.3710, 0.0512, 0.0782, -0.0758, -0.1963, -0.0332, -0.0721, -0.1348, -0.6700, 0.7138, -0.0726, -0.4243, 0.0891, 0.0155, -0.0054, 0.0194, 0.0121, 0.0911, 0.0905, 0.0905, 0.1282, 0.1267, 0.1182, 0.1182, 0.1265, 0.0980, 0.1358, 0.1325, 0.1315, 0.1154, 0.1052, 0.0975, 0.1086, 0.0948, 0.0884, 0.0944, 0.0783, 0.0868, 0.1047], "smiles": "COCCCNc1nc2c(c(=O)n(Cc3cccc(Br)c3)c(=O)n2C)n1C", "homo_lumo_gap_ev": 8.40, "lumo_ev": 0.6, "de_lowest_ev": 0.000, "energy_ev": -102660.1995}